(1)
{"formula": "C54H56F3N10NiO2", "method": "ωB97M-V/def2-TZVPD", "symbols": ["Ni", "C", "O", "O", "C", "F", "F", "F", "C", "C", "H", "H", "H", "H", "H", "H", "N", "C", "C", "C", "C", "C", "H", "H", "H", "H", "H", "N", "C", "C", "C", "C", "C", "H", "H", "H", "H", "H", "N", "C", "C", "C", "C", "C", "H", "H", "H", "H", "H", "N", "C", "C", "C", "C", "C", "H", "H", "H", "H", "H", "N", "C", "C", "C", "C", "C", "H", "H", "H", "H", "H", "N", "C", "C", "C", "C", "C", "H", "H", "H", "H", "H", "N", "C", "C", "C", "C", "C", "H", "H", "H", "H", "H", "N", "C", "C", "C", "C", "C", "H", "H", "H", "H", "H", "N", "C", "C", "C", "C", "C", "H", "H", "H", "H", "H", "N", "C", "C", "C", "C", "C", "H", "H", "H", "H", "H"], "coordinates": [[1.32, -6.19, 0.69], [-1.08, -0.99, -1.15], [-0.02, 0.00, -1.12], [-0.55, -2.19, -0.64], [-2.38, -0.51, -0.44], [-3.33, -1.48, -0.40], [-2.20, -0.19, 0.83], [-2.88, 0.50, -1.08], [-0.07, 1.10, -1.98], [1.23, 1.89, -1.84], [2.11, 1.30, -2.08], [1.31, 2.80, -2.45], [1.45, 2.17, -0.81], [-0.83, 1.84, -1.71], [-0.36, 0.88, -3.01], [-1.36, -1.12, -2.19], [-3.32, 4.62, -6.34], [-4.34, 5.46, -6.06], [-4.27, 6.87, -6.46], [-3.17, 7.28, -7.25], [-2.18, 6.36, -7.67], [-2.29, 5.00, -7.15], [-5.15, 5.03, -5.49], [-5.02, 7.60, -6.22], [-3.12, 8.30, -7.61], [-1.34, 6.78, -8.20], [-1.45, 4.33, -7.28], [0.96, -3.94, -6.67], [1.52, -3.03, -5.83], [1.95, -1.73, -6.27], [1.85, -1.37, -7.58], [1.22, -2.25, -8.46], [0.80, -3.49, -7.97], [1.66, -3.28, -4.79], [2.44, -1.12, -5.52], [2.02, -0.37, -7.94], [0.99, -1.94, -9.47], [0.20, -4.18, -8.55], [8.49, 7.45, 2.35], [7.50, 7.38, 3.27], [6.39, 6.55, 3.22], [6.23, 5.66, 2.12], [7.24, 5.69, 1.17], [8.29, 6.61, 1.31], [7.65, 8.15, 4.02], [5.68, 6.52, 4.04], [5.47, 4.89, 2.13], [7.19, 4.94, 0.39], [9.06, 6.61, 0.56], [0.94, -4.77, 4.88], [0.08, -3.80, 5.33], [0.03, -3.29, 6.59], [0.72, -3.91, 7.53], [1.66, -4.85, 7.16], [1.73, -5.28, 5.83], [-0.58, -3.45, 4.55], [-0.63, -2.48, 6.85], [0.82, -3.44, 8.49], [2.39, -5.10, 7.92], [2.46, -5.95, 5.41], [-6.73, 3.29, 7.84], [-6.33, 3.14, 6.59], [-6.57, 1.92, 5.87], [-7.43, 1.02, 6.37], [-7.94, 1.25, 7.70], [-7.55, 2.42, 8.34], [-5.55, 3.83, 6.30], [-6.01, 1.83, 4.95], [-7.82, 0.15, 5.86], [-8.55, 0.48, 8.16], [-7.69, 2.48, 9.41], [0.91, 5.22, 4.97], [0.09, 4.90, 3.97], [0.12, 3.69, 3.37], [0.80, 2.64, 3.99], [1.63, 2.95, 5.11], [1.65, 4.25, 5.57], [-0.57, 5.61, 3.49], [-0.47, 3.35, 2.53], [0.82, 1.67, 3.53], [2.22, 2.16, 5.54], [2.24, 4.54, 6.43], [-3.23, -7.94, -4.99], [-3.96, -7.03, -4.18], [-5.39, -6.99, -4.14], [-6.09, -7.99, -4.68], [-5.44, -8.91, -5.50], [-4.10, -8.86, -5.56], [-3.44, -6.12, -3.90], [-5.86, -6.19, -3.57], [-7.14, -8.06, -4.44], [-5.94, -9.63, -6.12], [-3.67, -9.62, -6.20], [-1.76, -8.68, 1.87], [-1.74, -9.69, 2.84], [-2.80, -10.39, 3.18], [-4.04, -10.19, 2.59], [-4.18, -9.14, 1.69], [-3.06, -8.40, 1.45], [-0.75, -9.92, 3.19], [-2.60, -11.18, 3.89], [-4.89, -10.82, 2.83], [-5.15, -8.86, 1.30], [-3.13, -7.52, 0.82], [4.74, -3.61, 0.76], [4.79, -2.31, 1.30], [5.98, -1.61, 1.42], [7.15, -2.10, 0.78], [7.05, -3.37, 0.09], [5.85, -4.07, 0.18], [3.91, -1.96, 1.81], [5.96, -0.70, 2.00], [8.07, -1.54, 0.86], [7.87, -3.72, -0.51], [5.79, -5.00, -0.38], [3.72, 8.82, -3.70], [2.43, 8.49, -3.92], [1.46, 8.36, -2.96], [1.77, 8.64, -1.64], [3.08, 8.87, -1.35], [4.03, 8.86, -2.38], [2.20, 8.10, -4.90], [0.52, 8.02, -3.35], [1.04, 8.53, -0.84], [3.44, 8.95, -0.34], [5.07, 8.82, -2.10]], "mulliken_charge": [0.947, 0.046, -0.269, -0.345, 0.733, -0.273, -0.240, -0.224, -0.121, -1.319, 0.314, 0.406, 0.293, 0.258, 0.361, 0.375, -0.535, -0.193, -0.338, -0.169, -0.402, -0.181, 0.376, 0.355, 0.374, 0.352, 0.362, -0.523, -0.196, -0.296, -0.344, -0.268, -0.234, 0.394, 0.380, 0.359, 0.359, 0.371, -0.524, -0.193, -0.387, -0.283, -0.319, -0.229, 0.382, 0.388, 0.442, 0.344, 0.378, -0.467, -0.221, -0.322, -0.313, -0.270, -0.237, 0.406, 0.366, 0.346, 0.344, 0.380, -0.509, -0.181, -0.343, -0.285, -0.313, -0.155, 0.367, 0.342, 0.373, 0.347, 0.357, -0.536, -0.242, -0.294, -0.252, -0.345, -0.227, 0.345, 0.388, 0.411, 0.371, 0.383, -0.507, -0.295, -0.358, -0.251, -0.278, -0.107, 0.408, 0.339, 0.376, 0.343, 0.332, -0.389, -0.189, -0.381, -0.159, -0.447, -0.175, 0.344, 0.330, 0.380, 0.362, 0.348, -0.421, -0.297, -0.311, -0.237, -0.407, -0.119, 0.383, 0.361, 0.389, 0.359, 0.320, -0.537, -0.171, -0.303, -0.337, -0.324, -0.177, 0.355, 0.362, 0.388, 0.358, 0.385], "charge": 1, "energy_ha": -4596.5817, "e_lumo_ev": [-6.08, -6.05], "homo_lumo_gap_ev": [4.48, 4.52], "spin_multiplicity": 3}

***

(2)
{"formula": "C54H58N3O3S4SiTi", "method": "ωB97M-V/def2-TZVPD", "symbols": ["Ti", "C", "C", "C", "C", "C", "C", "C", "S", "O", "C", "C", "C", "C", "C", "C", "C", "C", "C", "C", "C", "C", "C", "C", "C", "C", "C", "C", "C", "C", "S", "O", "C", "C", "C", "C", "C", "C", "C", "H", "H", "H", "H", "H", "H", "H", "H", "H", "H", "H", "H", "H", "H", "H", "H", "H", "H", "H", "H", "H", "H", "H", "H", "H", "H", "C", "N", "C", "C", "N", "C", "S", "C", "C", "C", "C", "C", "N", "H", "H", "H", "H", "H", "H", "H", "H", "H", "C", "Si", "C", "C", "C", "C", "H", "H", "H", "H", "H", "H", "H", "H", "H", "C", "C", "C", "S", "O", "C", "C", "C", "H", "H", "H", "H", "H", "H", "H", "H", "H", "H", "H", "H", "H", "H"], "coordinates": [[0.01, -0.01, 0.00], [-4.14, 5.86, 4.34], [-3.19, 4.86, 3.78], [-3.38, 3.49, 3.95], [-2.46, 2.58, 3.46], [-1.33, 3.04, 2.80], [-1.15, 4.40, 2.58], [-2.07, 5.30, 3.07], [0.00, 1.98, 2.23], [-0.72, 0.78, 1.57], [0.65, 1.44, 3.82], [1.69, 2.31, 4.22], [2.29, 2.15, 5.43], [1.90, 1.11, 6.30], [2.51, 0.93, 7.55], [2.11, -0.08, 8.39], [1.09, -0.96, 7.99], [0.50, -0.83, 6.76], [0.87, 0.21, 5.89], [0.23, 0.40, 4.62], [-0.85, -0.53, 4.24], [-2.10, -0.52, 4.92], [-2.39, 0.40, 5.95], [-3.61, 0.39, 6.57], [-4.60, -0.53, 6.18], [-4.34, -1.44, 5.19], [-3.09, -1.46, 4.54], [-2.81, -2.41, 3.52], [-1.59, -2.43, 2.90], [-0.62, -1.48, 3.26], [0.96, -1.46, 2.39], [0.47, -1.50, 0.91], [1.50, -3.15, 2.61], [2.23, -3.73, 1.57], [2.76, -5.00, 1.74], [2.64, -5.67, 2.96], [3.28, -6.99, 3.19], [1.92, -5.06, 3.98], [1.36, -3.81, 3.82], [-4.98, 5.38, 4.84], [-4.52, 6.51, 3.55], [-3.62, 6.49, 5.06], [-4.25, 3.14, 4.48], [-2.62, 1.52, 3.59], [-0.28, 4.74, 2.04], [-1.92, 6.36, 2.91], [1.99, 3.08, 3.53], [3.07, 2.82, 5.75], [3.30, 1.60, 7.84], [2.58, -0.21, 9.35], [0.78, -1.74, 8.66], [-0.27, -1.53, 6.47], [-1.63, 1.11, 6.25], [-3.81, 1.09, 7.37], [-5.56, -0.51, 6.68], [-5.09, -2.15, 4.89], [-3.57, -3.13, 3.27], [-1.36, -3.16, 2.14], [2.37, -3.18, 0.65], [3.30, -5.45, 0.93], [4.02, -7.22, 2.42], [2.53, -7.79, 3.18], [3.75, -7.01, 4.17], [1.83, -5.56, 4.93], [0.83, -3.33, 4.64], [4.02, 0.94, -3.64], [2.95, 1.79, -3.21], [2.87, 3.14, -3.37], [1.66, 3.54, -2.90], [1.00, 2.42, -2.43], [1.83, 1.34, -2.62], [1.53, -0.28, -2.25], [-0.36, 2.43, -2.10], [-1.22, 3.19, -2.91], [-2.56, 3.29, -2.57], [-3.00, 2.62, -1.43], [-2.10, 1.85, -0.72], [-0.80, 1.74, -1.04], [4.83, 1.54, -4.04], [3.67, 0.25, -4.41], [4.39, 0.34, -2.80], [3.65, 3.73, -3.81], [1.24, 4.52, -2.83], [-0.84, 3.68, -3.79], [-3.25, 3.85, -3.19], [-4.03, 2.69, -1.11], [-2.43, 1.30, 0.15], [4.02, -0.54, 3.50], [4.46, 0.56, 2.00], [5.70, -0.37, 0.90], [5.00, 2.31, 2.50], [2.84, 0.74, 1.04], [1.78, 0.78, 0.45], [4.78, -0.44, 4.26], [3.98, -1.59, 3.22], [3.07, -0.29, 3.95], [6.47, -0.82, 1.52], [6.20, 0.28, 0.19], [5.23, -1.18, 0.34], [6.09, 2.40, 2.48], [4.68, 2.56, 3.51], [4.61, 3.07, 1.83], [-5.12, -1.61, -3.65], [-3.80, -1.04, -3.12], [-2.78, -2.16, -2.91], [-1.11, -1.45, -2.69], [-1.16, -0.92, -1.25], [-0.15, -3.02, -2.59], [-0.28, -3.70, -1.23], [-0.82, -5.12, -1.35], [-5.84, -0.82, -3.77], [-5.52, -2.34, -2.95], [-4.97, -2.10, -4.61], [-3.97, -0.52, -2.18], [-3.40, -0.33, -3.84], [-2.72, -2.78, -3.80], [-3.03, -2.78, -2.06], [0.88, -2.75, -2.83], [-0.53, -3.65, -3.40], [-0.95, -3.10, -0.60], [0.69, -3.72, -0.74], [-1.72, -5.16, -1.94], [-1.04, -5.52, -0.36], [-0.08, -5.77, -1.81]], "mulliken_charge": [-0.217, -1.611, 0.988, -1.021, -0.669, 0.782, -0.740, -1.019, -0.081, 0.095, 1.899, -0.985, -1.417, 0.813, -1.207, -0.780, -1.176, -0.858, 1.565, -1.350, -0.247, 0.625, -0.151, -0.776, -0.856, -0.948, 0.917, -1.436, -1.069, 0.148, 2.672, 0.245, 0.006, -0.774, -1.103, 0.926, -1.578, -0.956, -0.714, 0.371, 0.385, 0.366, 0.424, 0.836, 0.556, 0.500, 0.636, 0.516, 0.522, 0.457, 0.500, 0.577, 0.606, 0.539, 0.446, 0.537, 0.566, 0.611, 0.735, 0.423, 0.391, 0.325, 0.403, 0.495, 0.449, -0.789, 0.271, -0.645, -0.618, 0.705, -0.015, -0.638, -0.173, -0.808, -0.777, -1.146, -0.246, 0.848, 0.356, 0.357, 0.290, 0.519, 0.615, 0.747, 0.495, 0.589, 0.561, -0.387, 0.222, -1.196, -1.107, 0.284, 0.540, 0.549, 0.235, -0.268, 0.379, 0.361, 0.311, 0.471, 0.240, 0.379, -1.486, 0.023, -0.921, 0.616, -0.938, -0.773, 1.336, -1.623, 0.407, 0.358, 0.378, 0.081, 0.342, 0.725, 0.342, 0.352, 0.762, -0.386, -0.418, 0.400, 0.381, 0.416], "charge": 3, "energy_ha": -5213.4795, "e_lumo_ev": -8.06, "relative_energy_kcal_mol": 28.1, "homo_lumo_gap_ev": 6.68, "spin_multiplicity": 1}